A structure of composition C18H29NO4 in a non-equilibrium geometry, computed with ωB97M-V/def2-TZVPD.

XYZ file:
```
52
Properties=species:S:1:pos:R:3:forces:R:3
C 1.81509 4.69101 -4.44845 -4.664 -3.634 -3.598
C 0.56205 4.10303 -3.55956 2.217 -4.657 -10.059
O 0.86000 2.66769 -3.27852 -0.473 5.224 -1.160
C -0.12858 2.12241 -2.59844 -3.049 -1.418 0.293
C -1.49179 2.70205 -2.14880 11.573 6.006 -7.641
C -2.15098 1.99300 -1.42113 -9.600 -3.459 7.309
C -1.78645 0.77605 -1.13989 0.557 -11.349 0.220
C -0.71911 -0.05363 -1.73689 -2.641 12.997 -2.524
C 0.18666 0.74891 -2.48690 -3.056 -1.144 2.652
O 1.36425 0.36125 -2.89203 3.448 -1.150 -1.551
C 1.88474 -1.10815 -3.03475 -3.750 3.826 -0.695
C 2.34957 -1.58173 -1.78474 1.705 0.967 6.842
O 1.15690 -2.16419 -0.86866 6.440 -0.506 -0.787
C 1.90741 -2.75388 0.36337 -4.401 4.215 0.548
C 0.51133 -3.19102 1.10922 4.577 0.027 3.052
N 0.04949 -1.87497 1.80269 -3.093 -4.083 -2.306
C -1.55016 -2.00028 2.00634 8.178 -12.106 -7.778
H -1.85623 -2.23252 0.94041 -0.142 0.316 1.194
C -2.03559 -0.95351 2.44733 -3.075 19.248 3.517
C -3.43361 -0.81329 2.61074 -3.847 -2.941 0.272
H -3.97788 0.07188 2.89911 0.858 0.577 0.607
H -3.83690 -0.98601 1.58812 -0.169 -0.420 0.611
H -3.69448 -1.68581 3.29015 -0.744 0.918 -0.643
O -1.30824 -0.38152 3.69176 -11.058 -3.340 -1.191
C -0.13005 -0.59680 3.42800 6.797 17.132 7.596
C 0.44272 -0.05477 5.03399 -2.678 1.580 -1.878
H 1.39827 0.26626 5.00853 3.909 -0.008 -0.262
H 0.28514 -0.92450 5.65195 -0.338 0.322 0.760
H 0.04701 1.05262 5.30707 -0.463 -3.053 -0.368
C 0.55321 -1.62618 3.16057 5.089 -11.685 -5.151
H 1.65266 -1.66373 2.94307 -0.776 0.911 1.381
H 0.22914 -2.49943 3.74824 0.524 -0.145 0.521
H 0.21590 0.40097 2.89105 0.347 -1.920 -0.255
H -1.87171 0.08256 1.70632 0.473 -2.905 1.301
H -1.80069 -2.86444 2.59186 0.093 -0.948 0.597
H 1.08038 -4.03256 1.91322 -2.436 1.984 -1.620
H -0.21321 -3.72059 0.42287 0.875 0.957 0.832
H 2.57782 -1.78939 1.00500 -2.252 -2.966 -2.017
H 2.55467 -3.56288 0.17303 0.721 -0.858 -0.744
H 3.36320 -2.16426 -1.92538 -2.428 0.160 0.717
H 2.76436 -0.56866 -0.88088 -1.097 -2.783 -3.248
H 2.70776 -0.96725 -3.76213 -1.064 -0.467 0.028
H 0.86144 -1.53325 -3.23118 1.543 -0.708 -0.911
H -0.47419 -0.87673 -1.41257 1.874 -8.590 3.088
H -2.50787 -0.08727 -0.75868 0.841 2.583 0.176
H -3.13701 2.26326 -0.91216 1.376 0.274 -0.932
H -1.56781 3.75902 -2.20639 -0.411 0.729 -0.471
H -0.43711 4.32216 -4.08123 1.353 -1.155 0.164
H 0.49785 4.64670 -2.82181 -0.196 4.895 8.405
H 1.94600 4.12874 -5.54055 -0.657 0.831 2.869
H 2.68381 4.50542 -3.98756 3.209 -0.053 1.957
H 1.60081 5.64821 -4.81473 -0.018 1.774 0.283
```
Forces are in eV/Å.

Calculated values
Spin multiplicity: 1
Orbital gap: 7.98 eV
HOMO level: -7.223 eV
E_LUMO: 0.754 eV
E_tot: -28796.6620 eV